P.
C39H89N3O7 | ωB97M-V/def2-TZVPD

Last columns: bonded neighbours and bond lengths (Å).
Atoms and positions in Å:
1 C -14.28033 19.36999 19.14540  C2 1.564, H5 1.090, H6 1.090, H7 1.090
2 C -15.71370 19.70481 18.61707  C1 1.564, C3 1.521, O4 1.426, H8 1.090
3 C -16.87566 19.50576 19.57857  C2 1.521, H9 1.090, H10 1.090, H11 1.090
4 O -15.70466 21.05708 18.16382  C2 1.426, H12 0.960
5 H -13.61817 19.50324 18.28990  C1 1.090
6 H -14.40571 18.40360 19.63374  C1 1.090
7 H -13.91610 20.00235 19.95506  C1 1.090
8 H -15.90634 19.17969 17.68153  C2 1.090
9 H -17.07827 18.44666 19.73782  C3 1.090
10 H -17.72363 19.96516 19.07062  C3 1.090
11 H -16.75346 20.04030 20.52061  C3 1.090
12 H -15.46697 21.62425 18.90100  O4 0.960
13 C -11.86427 29.33004 10.28548  C14 1.557, H17 1.090, H18 1.090, H19 1.090
14 C -12.21369 28.02444 11.05867  C13 1.557, C15 1.509, O16 1.423, H20 1.090
15 C -11.38201 27.71139 12.27790  C14 1.509, H21 1.090, H22 1.090, H23 1.090
16 O -13.55709 28.26452 11.46142  C14 1.423, H24 0.960
17 H -10.84530 29.22864 9.91195  C13 1.090
18 H -11.84209 30.11079 11.04576  C13 1.090
19 H -12.55533 29.47246 9.45468  C13 1.090
20 H -12.32265 27.20541 10.34774  C14 1.090
21 H -10.32664 27.63384 12.01662  C15 1.090
22 H -11.62581 26.77393 12.77774  C15 1.090
23 H -11.48512 28.55278 12.96312  C15 1.090
24 H -13.87747 27.53018 11.99028  O16 0.960
25 C -9.96978 21.46732 10.92351  C26 1.518, H29 1.090, H30 1.090, H31 1.090
26 C -9.20204 20.42630 11.71878  C25 1.518, C27 1.514, O28 1.392, H32 1.090
27 C -8.26009 21.02068 12.74415  C26 1.514, H33 1.090, H34 1.090, H35 1.090
28 O -10.17000 19.69087 12.39702  C26 1.392, H36 0.960
29 H -9.27192 22.15832 10.45065  C25 1.090
30 H -10.69395 22.02570 11.51673  C25 1.090
31 H -10.50936 21.10565 10.04821  C25 1.090
32 H -8.73812 19.76143 10.99020  C26 1.090
33 H -8.07562 20.31670 13.55562  C27 1.090
34 H -8.72619 21.92984 13.12398  C27 1.090
35 H -7.35808 21.29851 12.19891  C27 1.090
36 H -10.80817 20.26146 12.83147  O28 0.960
37 C -7.17840 14.45374 14.50138  C38 1.512, H41 1.090, H42 1.090, H43 1.090
38 C -8.38385 14.06326 15.32598  C37 1.512, C39 1.562, O40 1.426, H44 1.090
39 C -8.40012 14.79270 16.70703  C38 1.562, H45 1.090, H46 1.090, H47 1.090
40 O -9.61178 14.40061 14.68383  C38 1.426, H48 0.960
41 H -7.05238 15.51793 14.30210  C37 1.090
42 H -7.34067 13.95318 13.54681  C37 1.090
43 H -6.24766 13.98127 14.81537  C37 1.090
44 H -8.36806 12.99247 15.52918  C38 1.090
45 H -8.28523 15.87114 16.59805  C39 1.090
46 H -7.63965 14.55918 17.45218  C39 1.090
47 H -9.35360 14.65577 17.21716  C39 1.090
48 H -9.49323 15.24575 14.24418  O40 0.960
49 C -17.24768 12.86400 4.41713  C50 1.527, H60 1.090, H61 1.090, H62 1.090
50 C -16.93231 14.32822 4.12031  C49 1.527, C51 1.574, N55 1.508, C59 1.566
51 C -17.79734 15.13094 5.16177  C50 1.574, C52 1.504, H63 1.090, H64 1.090
52 C -17.36263 16.55331 5.38699  C51 1.504, C53 1.524, H65 1.090, H66 1.090
53 C -15.88134 16.63749 5.73614  C52 1.524, C54 1.563, H67 1.090, H68 1.090
54 C -14.91540 15.82506 4.81354  C53 1.563, N55 1.458, C57 1.582, C58 1.556
55 N -15.46682 14.53881 4.40532  C50 1.508, C54 1.458, O56 1.385
56 O -14.62956 13.80551 3.58119  N55 1.385, H78 0.960
57 C -14.46691 16.75581 3.61551  C54 1.582, H69 1.090, H70 1.090, H71 1.090
58 C -13.65079 15.51917 5.66737  C54 1.556, H72 1.090, H73 1.090, H74 1.090
59 C -17.27413 14.58390 2.61407  C50 1.566, H75 1.090, H76 1.090, H77 1.090
60 H -16.69049 12.45755 5.26119  C49 1.090
61 H -16.87936 12.30519 3.55680  C49 1.090
62 H -18.33209 12.76542 4.36754  C49 1.090
63 H -18.84187 15.13355 4.85021  C51 1.090
64 H -17.79857 14.67453 6.15161  C51 1.090
65 H -17.95752 17.07724 6.13513  C52 1.090
66 H -17.60930 17.08555 4.46830  C52 1.090
67 H -15.75175 16.43888 6.80004  C53 1.090
68 H -15.71050 17.71322 5.69456  C53 1.090
69 H -14.25818 17.77573 3.93846  C57 1.090
70 H -13.63255 16.43020 2.99428  C57 1.090
71 H -15.30248 16.81257 2.91789  C57 1.090
72 H -13.78856 14.88288 6.54158  C58 1.090
73 H -12.83983 15.10548 5.06794  C58 1.090
74 H -13.28882 16.41377 6.17406  C58 1.090
75 H -16.62718 14.11895 1.87018  C59 1.090
76 H -17.18068 15.66467 2.50775  C59 1.090
77 H -18.24928 14.27985 2.23363  C59 1.090
78 H -14.44393 13.03192 4.11851  O56 0.960
79 C -7.71364 21.83841 0.80011  C80 1.544, H90 1.090, H91 1.090, H92 1.090
80 C -7.08186 22.97150 1.63803  C79 1.544, C81 1.533, N85 1.498, C89 1.538
81 C -5.59341 23.09310 1.29054  C80 1.533, C82 1.539, H93 1.090, H94 1.090
82 C -5.17100 23.64270 -0.08332  C81 1.539, C83 1.509, H95 1.090, H96 1.090
83 C -5.82047 25.00090 -0.18346  C82 1.509, C84 1.600, H97 1.090, H98 1.090
84 C -7.39943 25.01554 0.07659  C83 1.600, N85 1.505, C87 1.466, C88 1.565
85 N -7.74140 24.28493 1.34719  C80 1.498, C84 1.505, O86 1.422
86 O -9.14272 24.36995 1.57614  N85 1.422, H108 0.960
87 C -7.76770 26.43356 0.11546  C84 1.466, H99 1.090, H100 1.090, H101 1.090
88 C -8.08053 24.37023 -1.17605  C84 1.565, H102 1.090, H103 1.090, H104 1.090
89 C -7.12024 22.86495 3.17162  C80 1.538, H105 1.090, H106 1.090, H107 1.090
90 H -7.51424 21.91890 -0.26848  C79 1.090
91 H -8.79387 21.91869 0.92160  C79 1.090
92 H -7.28189 20.86963 1.05141  C79 1.090
93 H -5.17348 23.73233 2.06715  C81 1.090
94 H -5.11741 22.11815 1.39547  C81 1.090
95 H -5.52728 22.99947 -0.88793  C82 1.090
96 H -4.08987 23.72785 -0.19308  C82 1.090
97 H -5.60491 25.41900 -1.16674  C83 1.090
98 H -5.30586 25.71892 0.45508  C83 1.090
99 H -7.40372 27.00107 0.97196  C87 1.090
100 H -7.35227 26.91822 -0.76807  C87 1.090
101 H -8.85663 26.39142 0.13936  C87 1.090
102 H -7.66819 23.41920 -1.51312  C88 1.090
103 H -9.16105 24.23611 -1.12485  C88 1.090
104 H -7.77641 24.96012 -2.04070  C88 1.090
105 H -8.14222 22.61864 3.45968  C89 1.090
106 H -6.60838 23.66848 3.70117  C89 1.090
107 H -6.50591 21.99975 3.42085  C89 1.090
108 H -9.24780 24.96265 2.32400  O86 0.960
109 C -2.78362 27.16329 16.50699  C110 1.561, H120 1.090, H121 1.090, H122 1.090
110 C -2.23710 26.61593 17.86255  C109 1.561, C111 1.561, N115 1.508, C119 1.536
111 C -3.33669 25.78518 18.59545  C110 1.561, C112 1.557, H123 1.090, H124 1.090
112 C -3.54375 24.44490 17.83060  C111 1.557, C113 1.539, H125 1.090, H126 1.090
113 C -2.27794 23.57128 17.87250  C112 1.539, C114 1.583, H127 1.090, H128 1.090
114 C -1.00663 24.33304 17.31599  C113 1.583, N115 1.466, C117 1.551, C118 1.574
115 N -1.01421 25.74863 17.69813  C110 1.508, C114 1.466, O116 1.407
116 O 0.04865 26.41182 17.05666  N115 1.407, H138 0.960
117 C 0.26564 23.74568 17.98020  C114 1.551, H129 1.090, H130 1.090, H131 1.090
118 C -0.99982 24.10297 15.75886  C114 1.574, H132 1.090, H133 1.090, H134 1.090
119 C -1.85373 27.80522 18.75656  C110 1.536, H135 1.090, H136 1.090, H137 1.090
120 H -2.03828 27.41161 15.75141  C109 1.090
121 H -3.41936 26.41471 16.03417  C109 1.090
122 H -3.29998 28.10877 16.67298  C109 1.090
123 H -3.15299 25.59062 19.65209  C111 1.090
124 H -4.35110 26.17892 18.53200  C111 1.090
125 H -4.44214 23.92322 18.16052  C112 1.090
126 H -3.67304 24.65869 16.76962  C112 1.090
127 H -2.44813 22.61599 17.37597  C113 1.090
128 H -2.22193 23.25487 18.91406  C113 1.090
129 H 1.17092 24.21554 17.59574  C117 1.090
130 H 0.29300 22.68034 17.75125  C117 1.090
131 H 0.26375 23.81861 19.06776  C117 1.090
132 H -1.04038 23.08017 15.38424  C118 1.090
133 H -0.18451 24.55409 15.19330  C118 1.090
134 H -1.87079 24.66626 15.42389  C118 1.090
135 H -1.22092 28.49159 18.19393  C119 1.090
136 H -2.84775 28.15381 19.03674  C119 1.090
137 H -1.44296 27.56424 19.73703  C119 1.090
138 H 0.74385 26.52384 17.70915  O116 0.960

Calculated values
- M: 712.2 g/mol
- HOMO-LUMO gap: 8.6 eV

Q.
C39H89N3O7 | ωB97M-V/def2-TZVPD

Last columns: bonded neighbours and bond lengths (Å).
Atoms and positions in Å:
1 C 1.56690 -5.43221 -3.10995  C2 1.589, H12 1.090, H13 1.090, H14 1.090
2 C 0.37443 -4.65624 -3.81730  C1 1.589, C3 1.534, N7 1.506, C11 1.489
3 C -0.85359 -5.19597 -3.07269  C2 1.534, C4 1.532, H15 1.090, H16 1.090
4 C -2.04822 -4.26256 -3.29106  C3 1.532, C5 1.494, H17 1.090, H18 1.090
5 C -1.69281 -2.88527 -2.83458  C4 1.494, C6 1.590, H19 1.090, H20 1.090
6 C -0.48020 -2.19129 -3.59457  C5 1.590, N7 1.489, C9 1.495, C10 1.539
7 N 0.62956 -3.18269 -3.64106  C2 1.506, C6 1.489, O8 1.452
8 O 1.78640 -2.60351 -4.30058  N7 1.452, H30 0.960
9 C -0.87950 -1.66505 -4.93591  C6 1.495, H21 1.090, H22 1.090, H23 1.090
10 C 0.03406 -1.00450 -2.76123  C6 1.539, H24 1.090, H25 1.090, H26 1.090
11 C 0.22551 -4.93408 -5.27208  C2 1.489, H27 1.090, H28 1.090, H29 1.090
12 H 1.31577 -6.49232 -3.07523  C1 1.090
13 H 1.75223 -5.22004 -2.05699  C1 1.090
14 H 2.53786 -5.24934 -3.57026  C1 1.090
15 H -1.11569 -6.16312 -3.50168  C3 1.090
16 H -0.69440 -5.25927 -1.99623  C3 1.090
17 H -2.93751 -4.57961 -2.74634  C4 1.090
18 H -2.45223 -4.25364 -4.30339  C4 1.090
19 H -1.67256 -2.74645 -1.75364  C5 1.090
20 H -2.58556 -2.33312 -3.12820  C5 1.090
21 H -1.59123 -0.84129 -4.88154  C9 1.090
22 H -0.02154 -1.30417 -5.50315  C9 1.090
23 H -1.36238 -2.39704 -5.58330  C9 1.090
24 H -0.73997 -0.27606 -2.51966  C10 1.090
25 H 0.44796 -1.26880 -1.78812  C10 1.090
26 H 0.79684 -0.43753 -3.29491  C10 1.090
27 H 1.13708 -4.61011 -5.77427  C11 1.090
28 H -0.49697 -4.31991 -5.80958  C11 1.090
29 H 0.10911 -5.99829 -5.47707  C11 1.090
30 H 2.40204 -2.66322 -3.56640  O8 0.960
31 C 5.64584 4.74390 -0.74989  C32 1.610, H42 1.090, H43 1.090, H44 1.090
32 C 4.64111 5.13849 0.44413  C31 1.610, C33 1.565, N37 1.528, C41 1.582
33 C 3.49889 5.94309 -0.26007  C32 1.565, C34 1.557, H45 1.090, H46 1.090
34 C 2.45166 5.16852 -1.11304  C33 1.557, C35 1.511, H47 1.090, H48 1.090
35 C 1.90260 4.04955 -0.25887  C34 1.511, C36 1.612, H49 1.090, H50 1.090
36 C 2.94744 3.18500 0.61269  C35 1.612, N37 1.466, C39 1.536, C40 1.569
37 N 3.98395 4.01170 1.23905  C32 1.528, C36 1.466, O38 1.402
38 O 4.95606 3.26809 1.92272  N37 1.402, H60 0.960
39 C 2.14559 2.43541 1.68762  C36 1.536, H51 1.090, H52 1.090, H53 1.090
40 C 3.54913 2.10099 -0.34920  C36 1.569, H54 1.090, H55 1.090, H56 1.090
41 C 5.44596 6.04524 1.45999  C32 1.582, H57 1.090, H58 1.090, H59 1.090
42 H 6.46116 4.10140 -0.41744  C31 1.090
43 H 6.13033 5.51664 -1.34674  C31 1.090
44 H 5.13447 4.06944 -1.43670  C31 1.090
45 H 2.89884 6.47039 0.48154  C33 1.090
46 H 3.99736 6.70593 -0.85816  C33 1.090
47 H 2.77432 4.69852 -2.04207  C34 1.090
48 H 1.65876 5.82142 -1.47790  C34 1.090
49 H 1.22709 3.38794 -0.80115  C35 1.090
50 H 1.29593 4.52661 0.51085  C35 1.090
51 H 1.47524 1.78933 1.12078  C39 1.090
52 H 2.78932 1.78482 2.27960  C39 1.090
53 H 1.64177 3.11869 2.37128  C39 1.090
54 H 4.55195 1.71643 -0.16326  C40 1.090
55 H 2.97253 1.18405 -0.47103  C40 1.090
56 H 3.66323 2.62337 -1.29905  C40 1.090
57 H 5.97960 6.83891 0.93710  C41 1.090
58 H 6.13207 5.48867 2.09842  C41 1.090
59 H 4.75789 6.50084 2.17209  C41 1.090
60 H 4.99125 3.68698 2.78580  O38 0.960
61 C 3.23712 -1.47129 1.38206  C62 1.557, H72 1.090, H73 1.090, H74 1.090
62 C 2.43764 -2.70395 1.89774  C61 1.557, C63 1.594, N67 1.454, C71 1.525
63 C 2.13784 -3.69083 0.68294  C62 1.594, C64 1.557, H75 1.090, H76 1.090
64 C 1.58733 -5.05766 1.18474  C63 1.557, C65 1.523, H77 1.090, H78 1.090
65 C 2.63497 -5.69098 2.09008  C64 1.523, C66 1.559, H79 1.090, H80 1.090
66 C 3.10018 -4.80612 3.28617  C65 1.559, N67 1.494, C69 1.550, C70 1.524
67 N 3.24892 -3.36988 2.90331  C62 1.454, C66 1.494, O68 1.374
68 O 3.50476 -2.55232 3.97765  N67 1.374, H90 0.960
69 C 2.16395 -5.06514 4.49374  C66 1.550, H81 1.090, H82 1.090, H83 1.090
70 C 4.48783 -5.35972 3.58874  C66 1.524, H84 1.090, H85 1.090, H86 1.090
71 C 1.10397 -2.22231 2.45835  C62 1.525, H87 1.090, H88 1.090, H89 1.090
72 H 4.27043 -1.70595 1.12654  C61 1.090
73 H 3.30332 -0.62808 2.06960  C61 1.090
74 H 2.70409 -1.07001 0.52012  C61 1.090
75 H 1.25752 -3.30620 0.16796  C63 1.090
76 H 2.93469 -3.84771 -0.04405  C63 1.090
77 H 1.32355 -5.73014 0.36848  C64 1.090
78 H 0.67210 -4.89207 1.75310  C64 1.090
79 H 3.42869 -5.80418 1.35164  C65 1.090
80 H 2.32048 -6.67451 2.43916  C65 1.090
81 H 2.52783 -4.46858 5.33029  C69 1.090
82 H 1.09301 -4.94586 4.32953  C69 1.090
83 H 2.36866 -6.08089 4.83204  C69 1.090
84 H 4.32726 -6.36624 3.97505  C70 1.090
85 H 5.20666 -5.35047 2.76941  C70 1.090
86 H 5.01699 -4.75287 4.32347  C70 1.090
87 H 1.28220 -1.51595 3.26915  C71 1.090
88 H 0.57760 -3.08804 2.86028  C71 1.090
89 H 0.46280 -1.81026 1.67912  C71 1.090
90 H 4.41881 -2.26573 3.91461  O68 0.960
91 C -0.66621 7.16987 -0.33547  C92 1.512, H95 1.090, H96 1.090, H97 1.090
92 C -1.87834 6.41060 -0.82521  C91 1.512, C93 1.503, O94 1.396, H98 1.090
93 C -1.54540 5.15002 -1.57311  C92 1.503, H99 1.090, H100 1.090, H101 1.090
94 O -2.49872 5.93346 0.33074  C92 1.396, H102 0.960
95 H -1.04028 7.93465 0.34518  C91 1.090
96 H -0.10920 7.76071 -1.06262  C91 1.090
97 H 0.05318 6.59887 0.25150  C91 1.090
98 H -2.42698 7.06689 -1.50076  C92 1.090
99 H -2.45820 4.56453 -1.68314  C93 1.090
100 H -0.96903 4.44432 -0.97488  C93 1.090
101 H -0.95434 5.23534 -2.48495  C93 1.090
102 H -2.47112 6.61309 1.00820  O94 0.960
103 C -1.33184 -0.05697 1.55173  C104 1.550, H107 1.090, H108 1.090, H109 1.090
104 C -2.15639 1.15664 1.05267  C103 1.550, C105 1.527, O106 1.399, H110 1.090
105 C -1.66475 1.94292 -0.16073  C104 1.527, H111 1.090, H112 1.090, H113 1.090
106 O -3.44600 0.64360 0.87364  C104 1.399, H114 0.960
107 H -1.22078 -0.72092 0.69445  C103 1.090
108 H -1.68278 -0.68773 2.36848  C103 1.090
109 H -0.33955 0.26620 1.86642  C103 1.090
110 H -2.10447 1.88798 1.85924  C104 1.090
111 H -2.48169 2.59661 -0.46633  C105 1.090
112 H -1.50989 1.19294 -0.93638  C105 1.090
113 H -0.71551 2.37584 0.15490  C105 1.090
114 H -4.02937 1.26593 0.43319  O106 0.960
115 C -6.15114 1.04940 -2.73244  C116 1.532, H119 1.090, H120 1.090, H121 1.090
116 C -6.32896 1.79616 -1.40720  C115 1.532, C117 1.535, O118 1.389, H122 1.090
117 C -7.11236 0.94503 -0.39814  C116 1.535, H123 1.090, H124 1.090, H125 1.090
118 O -5.04845 2.09390 -0.95764  C116 1.389, H126 0.960
119 H -7.06296 0.78702 -3.26895  C115 1.090
120 H -5.40259 0.25817 -2.69072  C115 1.090
121 H -5.70372 1.76676 -3.42042  C115 1.090
122 H -6.84307 2.74649 -1.55101  C116 1.090
123 H -6.43821 0.11010 -0.20706  C117 1.090
124 H -8.09295 0.57484 -0.69732  C117 1.090
125 H -7.38051 1.56846 0.45482  C117 1.090
126 H -4.91795 2.99230 -0.64546  O118 0.960
127 C -5.15797 -1.18953 4.80703  C128 1.515, H131 1.090, H132 1.090, H133 1.090
128 C -5.33822 -0.59803 3.42391  C127 1.515, C129 1.533, O130 1.408, H134 1.090
129 C -6.76815 -0.76621 2.89699  C128 1.533, H135 1.090, H136 1.090, H137 1.090
130 O -4.89724 0.73903 3.40104  C128 1.408, H138 0.960
131 H -4.15892 -1.06692 5.22532  C127 1.090
132 H -5.41149 -2.24288 4.68753  C127 1.090
133 H -5.92677 -0.77871 5.46145  C127 1.090
134 H -4.68907 -1.16551 2.75708  C128 1.090
135 H -7.14149 -1.77623 3.06607  C129 1.090
136 H -6.90754 -0.55050 1.83768  C129 1.090
137 H -7.57328 -0.19889 3.36392  C129 1.090
138 H -4.23380 0.76119 2.70753  O130 0.960

Calculated values
- M: 712.2 g/mol
- HOMO-LUMO gap: 8.5 eV

Energetically preferred structure: Q | next structure: +79.0 kJ/mol